{"formula": "C24H32BaGeO7P3", "method": "the ωB97M-V functional and the def2-TZVPD basis", "symbols": ["Ba", "C", "C", "O", "P", "O", "O", "O", "P", "O", "O", "O", "H", "H", "H", "H", "H", "H", "H", "C", "C", "C", "C", "C", "C", "P", "C", "C", "C", "C", "C", "C", "C", "C", "C", "C", "C", "C", "H", "H", "H", "H", "H", "H", "H", "H", "H", "H", "H", "H", "H", "H", "H", "C", "Ge", "C", "C", "C", "H", "H", "H", "H", "H", "H", "H", "H", "H", "H"], "coordinates": [[-0.89126, -2.11198, -1.04597], [-4.14531, -0.55730, -3.59841], [-2.95404, -1.08833, -2.83039], [-3.35843, -1.25931, -1.43473], [-2.27216, -2.70884, -3.70041], [-3.42071, -3.21968, -4.68528], [-1.16612, -2.12261, -4.64121], [-1.81776, -3.83885, -2.84375], [-1.49441, 0.24326, -2.80413], [-1.74222, 1.13554, -4.12299], [-0.13193, -0.41123, -2.98142], [-1.73704, 0.92791, -1.50275], [-5.00020, -1.22016, -3.46267], [-3.92799, -0.47638, -4.66450], [-4.40767, 0.43253, -3.22237], [-2.98393, -0.45746, -0.99898], [-3.46486, -4.18180, -4.61892], [-0.56386, -1.47730, -4.14739], [-1.48314, 2.04994, -3.94801], [5.05975, 5.46427, 0.81497], [5.58800, 4.38855, 0.11916], [4.87720, 3.19715, 0.04202], [3.63042, 3.06564, 0.64706], [3.10850, 4.15803, 1.33890], [3.81658, 5.34591, 1.42487], [2.74913, 1.45593, 0.43778], [1.36877, 2.03789, -0.63201], [0.27334, 2.77131, -0.17611], [-0.67026, 3.25472, -1.06618], [-0.53202, 3.01597, -2.42849], [0.53754, 2.26657, -2.89100], [1.47509, 1.77041, -1.99310], [1.93934, 1.22689, 2.06068], [2.58606, 1.51976, 3.26114], [1.98605, 1.20805, 4.47301], [0.74229, 0.58983, 4.49952], [0.10542, 0.26958, 3.30898], [0.70096, 0.59255, 2.10083], [5.61434, 6.39166, 0.88726], [6.55599, 4.47166, -0.35937], [5.29371, 2.35219, -0.49422], [2.14140, 4.07470, 1.81881], [3.39776, 6.18357, 1.96904], [0.14964, 2.94583, 0.88567], [-1.52098, 3.81414, -0.69779], [-1.26631, 3.40947, -3.12218], [0.64591, 2.05416, -3.94832], [2.29630, 1.16304, -2.35474], [3.56716, 1.97994, 3.25400], [2.50117, 1.43449, 5.39908], [0.28379, 0.33326, 5.44655], [-0.82438, -0.28317, 3.29270], [0.20041, 0.31517, 1.18330], [-1.35998, -4.23212, 3.95014], [-1.17793, -4.10134, 1.95058], [-0.45633, -5.94059, 1.54746], [-3.07623, -4.26445, 1.31818], [-0.45336, -2.48780, 1.27489], [-1.84188, -5.16174, 4.26979], [-1.95101, -3.38433, 4.30450], [-0.37325, -4.17183, 4.41705], [-1.13992, -6.70207, 1.93426], [0.52110, -6.07893, 2.01723], [-0.33478, -6.09330, 0.47172], [-3.67745, -4.87077, 2.00070], [-3.14238, -4.72402, 0.32533], [-3.51825, -3.26669, 1.26075], [0.56656, -2.41709, 1.70989]], "forces_ev_per_a": [[1.33, -0.97, 1.82], [-0.11, 0.03, -0.29], [0.66, -0.09, -0.38], [0.38, 0.10, -1.22], [-0.45, 0.47, 0.54], [0.03, 0.32, -0.10], [-0.09, 0.06, -0.37], [-0.43, 0.22, -0.14], [-0.35, -0.30, -0.36], [-0.79, -0.38, -0.02], [-0.56, -0.38, -0.54], [-0.78, -1.06, 0.05], [0.03, -0.02, 0.01], [-0.01, 0.02, 0.02], [0.02, 0.00, 0.01], [-0.45, 0.11, -0.03], [-0.06, -0.02, 0.05], [-0.04, -0.03, 0.00], [-0.22, -0.31, -0.14], [0.02, -0.02, -0.01], [0.01, 0.02, 0.01], [-0.01, -0.03, 0.01], [0.02, -0.05, 0.03], [-0.01, 0.00, 0.00], [-0.02, 0.00, 0.01], [0.05, 0.03, -0.05], [0.06, -0.11, -0.16], [-0.17, 0.26, -0.14], [0.27, 0.41, 0.15], [0.95, 0.62, 0.22], [0.39, 0.73, 0.01], [0.11, 0.19, 0.22], [-0.08, 0.11, -0.08], [0.05, -0.02, 0.03], [0.04, 0.02, -0.03], [-0.01, -0.01, -0.05], [0.01, -0.05, 0.09], [0.10, 0.02, 0.01], [0.00, 0.00, -0.01], [0.00, 0.00, 0.00], [0.00, 0.00, 0.01], [-0.01, -0.01, 0.02], [0.00, 0.00, 0.00], [-0.03, 0.02, -0.02], [-0.01, -0.05, 0.00], [-0.06, 0.35, 0.13], [0.07, -0.01, 0.09], [-0.02, 0.00, -0.01], [0.01, 0.04, -0.01], [0.00, 0.02, 0.00], [0.00, -0.01, 0.00], [-0.01, -0.02, -0.03], [-0.10, -0.11, 0.03], [0.02, 0.02, -0.11], [-0.38, 0.14, 0.28], [0.07, 0.16, -0.03], [0.07, -0.03, -0.10], [0.64, -0.63, 0.42], [-0.01, 0.00, -0.01], [-0.01, -0.01, 0.02], [0.00, 0.00, 0.00], [0.01, -0.02, 0.01], [0.00, -0.01, 0.01], [-0.02, 0.01, 0.00], [0.01, -0.01, 0.00], [0.01, 0.00, 0.00], [-0.04, -0.01, 0.03], [-0.09, 0.26, 0.12]], "largest_force_ev_per_a": 2.449, "charge": -1, "energy_ha": -4587.03300, "relative_energy_kj_mol": 0.0, "orbital_gap_ev": 4.032, "e_lumo_ev": 2.2036, "e_homo_ev": -1.83}